[1]
C22H49N2P3PtSSe | the ωB97M-V functional and the def2-TZVPD basis

Last column: Löwdin spin population.
Atoms and positions in Å:
Pt 0.0917 -0.8785 0.2544  0.660
Se -4.8955 0.0797 -0.0221  0.491
S -1.3230 -0.1818 2.4387  0.729
P 0.0329 1.4310 -0.3536  0.099
P -0.0851 -1.6235 -1.9036  0.181
P 2.5395 -0.7925 0.7445  0.187
N 0.2812 -0.3905 4.6110  -0.009
N -0.3648 1.7707 4.0350  0.133
C -3.6548 -3.8564 -0.7197  0.023
C 2.9282 -0.0732 2.3813  0.045
C 0.5251 0.0667 5.9771  0.003
C -0.3811 0.4333 3.7513  0.058
C -5.1169 -1.9431 -2.1350  0.071
C -4.1191 -4.1383 -2.0049  0.146
C -4.8553 -3.1838 -2.6993  0.014
C 3.3943 -2.4170 0.8143  0.022
C 0.3456 -2.7603 1.0181  0.050
C -1.5328 -0.9058 -2.7235  0.045
C -1.6431 2.1118 -0.3590  0.043
C -1.4176 2.6396 3.5010  0.015
C 0.7289 1.9773 -1.9426  0.004
C -3.9162 -2.6113 -0.1410  0.082
C 1.3686 -1.3013 -2.9582  0.018
C 3.5655 0.1440 -0.4393  0.023
C -0.9805 -3.1445 0.7683  0.430
C -4.6126 -1.6285 -0.8628  0.145
C 0.8574 2.4596 4.4619  0.014
C 0.2335 -1.8472 4.4472  0.024
C 0.9483 2.4589 0.8319  0.014
C -0.3358 -3.4061 -2.0874  0.032
H -3.0855 -4.6037 -0.1518  -0.001
H 4.6179 -0.1193 -0.2535  0.006
H 2.9824 1.0185 2.3116  0.000
H -4.6604 0.8471 -1.2450  0.021
H 3.8950 -0.4643 2.7267  0.008
H 0.4839 -0.8010 6.6392  0.001
H 3.2255 -2.9738 -0.1183  0.000
H -1.5710 3.2018 -0.4468  0.005
H 3.2991 -0.1376 -1.4666  0.001
H -0.2365 0.7924 6.2744  0.001
H 0.4556 -2.3073 5.4187  0.002
H 0.5594 3.0580 -2.0231  0.002
H -3.8874 -5.1216 -2.4149  0.006
H 4.4794 -2.2578 0.9257  0.005
H 0.7883 2.1265 1.8637  0.001
H -1.4646 0.1874 -2.7854  0.000
H 0.7778 2.7375 5.5169  0.008
H 0.9688 3.3775 3.8801  0.002
H 1.1331 -3.4624 0.7404  0.000
H 3.4280 1.2230 -0.2991  0.000
H -1.5711 -1.3288 -3.7350  0.009
H 3.0269 -3.0213 1.6555  0.000
H -1.0524 -4.1435 0.3030  0.019
H 1.5169 0.5209 6.0625  0.000
H 0.5651 3.4808 0.7320  0.003
H -1.2308 2.9177 2.4488  0.003
H 0.5097 -3.9457 -1.6406  0.000
H -5.1991 -3.4410 -3.6959  -0.001
H 1.1297 -1.7201 -3.9465  0.005
H -5.7182 -1.2151 -2.6547  0.001
H -3.5689 -2.3476 0.8601  0.003
H 1.8076 1.7991 -1.9894  0.000
H 2.0216 2.4765 0.6175  0.000
H -0.4019 -3.6385 -3.1559  0.005
H -2.2154 1.7303 -1.2084  0.003
H -1.8226 -2.9731 1.4642  0.031
H -2.1909 1.8545 0.5519  0.012
H -1.2868 -3.6646 -1.6050  0.005
H 0.4583 -2.2651 1.9930  0.015
H 2.1662 -0.3217 3.1305  0.002
H 1.7428 1.8481 4.2996  0.002
H -1.4375 3.5592 4.1021  0.000
H -0.7544 -2.1642 4.0890  0.015
H 0.2474 1.4972 -2.7968  0.000
H -2.4471 -1.1934 -2.1870  0.002
H 2.2494 -1.8190 -2.5506  0.000
H 0.9980 -2.1753 3.7298  0.000
H 1.5692 -0.2265 -3.0578  0.000
H -2.3928 2.1405 3.5742  0.006

Output
Net charge   +4
⟨S²⟩   6.05
Energy relative to the best compared isomer or geometry (same formula, charge and spin)   241.13 kJ/mol
Spin multiplicity   5
HOMO-LUMO gap (alpha / beta)   0.23974 / 0.19960 Ha
LUMO energy (alpha / beta)   -11.21 / -15.06 eV


[2]
C22H50BBrInN5O11P | the ωB97M-V functional and the def2-TZVPD basis

Last column: Löwdin charge in e.
Atoms and positions in Å:
In 2.2844 1.4170 -3.8471  0.706
Br 1.7386 4.6682 -1.0643  0.550
P 3.1605 1.2419 -6.2842  0.511
O 2.5341 2.1884 -7.2851  -0.619
O -0.9947 1.5009 -6.0180  0.026
O 3.3410 5.0072 -3.3071  0.010
O -0.8397 1.4434 -0.4863  0.055
O -3.4696 -4.8059 0.2929  0.016
O -1.2039 -1.8534 3.1112  -0.005
O 4.4468 1.8780 -1.4418  -0.047
O 4.8774 -0.0928 -2.6921  0.051
O -6.6943 -0.8516 5.0240  0.012
O 1.3773 1.1116 -0.4343  0.103
O 7.4952 1.7619 1.0760  0.030
N -2.9844 -0.4880 2.7778  -0.182
N 8.0905 2.3624 3.1731  -0.203
N -1.5327 3.3512 -7.1961  -0.193
N -2.0050 -6.0534 1.4998  -0.198
N -7.2203 -2.4416 6.5456  -0.198
C 2.3604 4.4205 -2.9796  -0.867
C 0.2826 0.6690 -0.6585  -0.514
C -0.1527 3.5059 -7.6509  -0.040
C -8.1057 -2.9089 7.5907  -0.063
C 0.8160 -1.0209 -2.3967  -0.280
C -3.0339 -5.8815 0.6493  -0.368
C 4.4669 1.2494 -0.1442  -0.075
C -2.2325 0.3685 1.8665  -0.031
C -4.3733 -0.1851 3.0678  -0.059
C 8.9992 2.2231 4.2877  -0.072
C -7.4160 -1.2740 5.9054  -0.342
C 0.5892 0.0509 -3.4860  -0.278
C 0.0356 -0.7344 -1.1186  -0.130
C -2.5355 4.3006 -7.6136  -0.078
C 6.9657 3.2796 3.2721  -0.036
C 8.2405 1.6666 2.0255  -0.346
C -1.5497 -7.3683 1.8913  -0.071
C 1.5034 3.5329 -3.7209  -0.266
C -1.3314 -4.8780 2.0415  -0.032
C -2.3646 -1.5413 3.3212  -0.365
C -6.0748 -3.2520 6.1630  -0.038
C -1.8172 2.3104 -6.3887  -0.352
B 4.0975 1.0609 -2.4811  -0.670
H -4.4572 0.8050 3.5197  0.092
H -1.8748 -0.2151 1.0251  0.074
H 6.0257 2.7428 3.1447  0.094
H -0.5058 -7.5144 1.6049  0.088
H 1.4247 3.9251 -4.7343  0.046
H -2.2730 5.3088 -7.2828  0.085
H 0.4549 -1.9799 -2.7763  0.098
H -2.6305 4.3076 -8.7029  0.083
H -1.0263 -0.9118 -1.2809  0.117
H -6.1361 -3.5218 5.1084  0.095
H 6.9809 3.7600 4.2475  0.081
H -8.3059 -0.7257 6.2583  0.133
H 0.5239 3.6134 -6.8068  0.061
H 9.1157 0.9923 2.0348  0.131
H -0.0871 4.3861 -8.2879  0.085
H -3.4991 4.0331 -7.1819  0.075
H -2.1547 -8.1290 1.4011  0.077
H -0.3339 0.6040 -3.3042  0.035
H -4.7826 -0.9152 3.7557  0.045
H 9.7739 1.5000 4.0402  0.078
H 5.4856 1.1549 0.2250  0.056
H 3.1706 -0.1055 -6.7603  -0.084
H -4.9602 -0.2013 2.1472  0.095
H -8.9025 -2.1849 7.7468  0.081
H -0.5959 2.3053 -0.8605  0.102
H 4.5665 1.4947 -6.2462  -0.080
H -3.4658 -6.8375 0.2999  0.127
H 0.5214 3.4948 -3.2613  0.023
H -0.9070 -4.2800 1.2365  0.096
H 9.4753 3.1792 4.5192  0.085
H 0.3383 -1.3859 -0.2947  0.124
H 3.9749 0.2786 -0.1700  0.080
H -1.3701 0.7908 2.3816  0.101
H 5.1230 -0.0959 -3.6229  0.062
H -0.5383 -5.1965 2.7123  0.089
H -6.0571 -4.1551 6.7675  0.084
H 0.1742 2.6269 -8.2018  0.083
H 7.0243 4.0375 2.4909  0.096
H 0.4156 -0.4752 -4.4242  0.024
H -2.0337 -4.2510 2.5837  0.070
H 1.8746 -1.1662 -2.1797  0.090
H 3.8821 1.8789 0.5231  0.081
H -7.5597 -3.0353 8.5279  0.088
H -1.6339 -7.4976 2.9731  0.085
H 8.4683 1.8750 5.1770  0.086
H -5.1494 -2.6956 6.3149  0.091
H -8.5524 -3.8664 7.3151  0.088
H -2.8819 2.2656 -6.0895  0.129
H -3.0202 -2.1257 3.9938  0.128
H -2.8702 1.1689 1.5059  0.089

Output
Net charge   -1
HOMO-LUMO gap   0.21432 Ha
LUMO energy   1.60 eV